Molecular formula: C4H7NO2
Method: DFT, ωB97M-V/def2-TZVPD

XYZ file:
```
14
Properties=species:S:1:pos:R:3
C -1.163 -1.170 0.483
C -0.420 -0.148 -0.372
C -0.890 1.320 0.221
O -1.555 1.443 1.213
C 0.993 0.231 -0.027
N 2.088 -0.031 -0.769
O 1.081 1.065 0.878
H -1.130 -0.832 1.518
H -2.216 -1.162 0.174
H -0.801 -2.198 0.412
H -0.519 -0.412 -1.445
H -0.557 2.179 -0.387
H 2.202 -0.819 -1.378
H 2.888 0.534 -0.521
```

Summary:
LUMO: 0.668 eV
Kohn-Sham gap: 10.06 eV
SMILES string: C[C@@H](C=O)C(N)=O
HOMO energy: -9.39 eV
Net charge: 0
ΔE to the lowest compared entry with this formula, charge and spin: 1.480 eV


Molecular formula: C42H46BF15O18S4
Method: DFT, ωB97M-V/def2-TZVPD

XYZ file:
```
126
Properties=species:S:1:pos:R:3
C 6.843 -2.130 -2.199
C 6.540 -0.662 -1.871
C 6.525 0.204 -3.117
O 5.657 1.333 -2.871
C 4.661 1.465 -3.777
O 4.819 1.363 -4.948
C 3.305 1.729 -3.145
S 1.983 1.170 -4.270
C 1.168 0.019 -3.156
C 0.282 0.572 -2.237
C -0.368 -0.262 -1.344
C -0.164 -1.633 -1.351
S -1.083 -2.541 -0.103
C 0.707 -2.221 -2.282
C 1.384 -1.367 -3.176
C 2.344 -2.013 -4.131
O 2.697 -1.526 -5.173
C 2.916 -3.329 -3.717
C 4.132 -3.685 -4.275
C 4.711 -4.889 -3.924
C 4.050 -5.748 -3.043
S 4.822 -7.286 -2.630
C 2.802 -5.417 -2.500
C 2.129 -6.383 -1.552
B 2.624 -6.141 -0.057
O 1.764 -6.265 1.016
O 3.960 -5.841 0.137
C 2.241 -4.174 -2.839
C 0.919 -3.713 -2.332
O 0.050 -4.472 -1.999
O 7.574 -0.153 -0.977
C 7.140 -0.068 0.306
O 7.104 0.981 0.866
C 6.707 -1.327 1.033
S 4.903 -1.390 1.298
H 7.888 -2.365 -2.018
H 6.241 -2.773 -1.559
H 6.627 -2.364 -3.237
H 5.585 -0.545 -1.368
H 6.194 -0.387 -3.964
H 7.515 0.619 -3.286
H 3.201 1.181 -2.213
H 3.187 2.788 -2.925
H 0.110 1.634 -2.249
H -1.051 0.172 -0.629
H -0.093 -2.857 0.745
H 4.660 -3.044 -4.964
H 5.659 -5.188 -4.340
H 5.979 -7.146 -3.290
H 2.465 -7.389 -1.826
H 1.053 -6.389 -1.634
H 1.823 -5.485 1.578
H 4.091 -5.115 0.756
H 7.026 -2.238 0.537
H 7.127 -1.323 2.031
H 4.453 -1.583 0.048
C -6.989 -2.964 2.627
C -5.802 -3.190 1.715
O -4.564 -2.887 2.391
C -4.075 -3.839 3.167
O -4.547 -4.917 3.369
C -2.741 -3.369 3.769
F -2.816 -2.108 4.219
F -1.767 -3.413 2.846
F -2.366 -4.137 4.788
H -6.965 -1.964 3.024
H -7.922 -3.116 2.085
H -6.965 -3.652 3.473
H -5.845 -2.514 0.864
H -5.777 -4.206 1.325
C -13.022 0.549 0.960
C -11.828 0.348 0.053
O -10.600 0.699 0.722
C -10.084 -0.227 1.513
O -10.529 -1.316 1.728
C -8.761 0.281 2.110
F -8.861 1.541 2.541
F -7.786 0.244 1.188
F -8.382 -0.479 3.136
H -13.042 1.570 1.342
H -13.946 0.356 0.416
H -12.979 -0.122 1.818
H -11.891 1.008 -0.809
H -11.772 -0.674 -0.319
C -3.135 -0.385 6.508
C -3.447 1.095 6.466
O -4.751 1.370 7.017
C -4.819 1.453 8.337
O -3.916 1.323 9.109
C -6.259 1.795 8.759
F -7.153 1.061 8.087
F -6.517 3.087 8.511
F -6.437 1.578 10.058
H -3.918 -0.952 6.011
H -2.186 -0.585 6.018
H -3.075 -0.742 7.537
H -3.485 1.444 5.436
H -2.690 1.682 6.983
C 0.590 6.782 -7.606
C 0.811 7.352 -6.222
O 0.097 6.591 -5.226
C 0.691 5.485 -4.807
O 1.746 5.057 -5.168
C -0.167 4.818 -3.719
F -1.462 4.788 -4.050
F -0.060 5.486 -2.562
F 0.234 3.564 -3.512
H -0.476 6.719 -7.827
H 1.069 7.413 -8.354
H 1.002 5.777 -7.687
H 0.414 8.362 -6.159
H 1.869 7.398 -5.970
C 5.572 4.023 0.074
C 5.004 3.608 1.413
O 5.296 4.589 2.430
C 4.489 5.635 2.478
O 3.550 5.849 1.769
C 4.905 6.556 3.638
F 6.231 6.733 3.673
F 4.530 6.022 4.809
F 4.333 7.751 3.526
H 6.641 4.217 0.159
H 5.415 3.237 -0.664
H 5.099 4.938 -0.285
H 5.472 2.683 1.743
H 3.930 3.432 1.358
```

Summary:
LUMO: -1.130 eV
Kohn-Sham gap: 7.52 eV
SMILES string: C[C@H](COC(=O)CSc1ccc(S)c2c1C(=O)c1ccc(S)c(CB(O)O)c1C2=O)OC(=O)CS.CCOC(=O)C(F)(F)F.CCOC(=O)C(F)(F)F.CCOC(=O)C(F)(F)F.CCOC(=O)C(F)(F)F.CCOC(=O)C(F)(F)F
HOMO energy: -8.66 eV
Net charge: 0
ΔE to the lowest compared entry with this formula, charge and spin: 0.606 eV


Molecular formula: C6H12N2O
Method: DFT, ωB97M-V/def2-TZVPD

XYZ file:
```
21
Properties=species:S:1:pos:R:3
C -0.816 0.516 0.078
C 1.549 0.107 -0.691
C 0.815 0.647 1.682
C 0.801 2.425 -0.222
C -1.892 -2.586 -0.114
C 0.613 0.904 0.151
N -1.312 -0.406 -0.611
N -1.866 -1.538 -1.100
O -2.440 -1.849 -2.232
H 2.570 0.585 -0.714
H 1.635 -0.869 -0.278
H 1.160 0.239 -1.738
H 0.011 1.154 2.202
H 0.733 -0.359 1.971
H 1.752 1.013 2.069
H 0.760 3.093 0.729
H 1.647 2.612 -0.831
H -0.054 2.763 -0.914
H -1.280 -2.218 0.787
H -2.922 -2.623 0.220
H -1.464 -3.612 -0.443
```

Summary:
LUMO (spin up / spin down): 0.316 / 0.408 eV
Kohn-Sham gap (spin up / spin down): 8.07 / 7.93 eV
HOMO energy (spin up / spin down): -7.75 / -7.52 eV
Net charge: 0
ΔE to the lowest compared entry with this formula, charge and spin: 6.874 eV